*one*
Entry from the OMol25 dataset: a cluster of 9 separate species, C18H54O13 in total (ωB97M-V/def2-TZVPD).

Last column: Löwdin charge in e.
CARTESIAN COORDINATES (ANGSTROEM)
O: -19.94705 -7.81125 4.01617  -0.0730
C: -18.88145 -8.07292 4.97605  -0.2114
C: -17.61881 -7.89209 4.19626  -0.2717
O: -16.46929 -8.18613 4.95636  -0.0750
H: -20.70799 -7.52553 4.52699  0.0707
H: -18.96537 -7.51119 5.90638  0.1017
H: -18.88009 -9.12961 5.24344  0.1200
H: -17.48181 -6.89339 3.78162  0.1129
H: -17.65620 -8.39773 3.23136  0.1243
H: -16.42765 -7.57775 5.69781  0.0346
O: -12.82294 -4.60041 9.00948  -0.1069
C: -11.68285 -4.97580 8.23090  -0.1927
C: -11.61317 -6.55052 8.02058  -0.1936
O: -10.62099 -6.88410 7.02261  -0.0874
H: -12.98905 -3.66184 8.89504  0.0790
H: -11.98221 -4.36567 7.37872  0.0987
H: -10.71665 -4.61499 8.58356  0.1124
H: -12.59974 -7.00307 7.92066  0.0875
H: -11.11641 -7.03065 8.86367  0.1154
H: -10.96421 -6.61297 6.16803  0.0118
O: -20.84884 -4.49044 6.14977  -0.0862
C: -19.59205 -3.98038 6.73984  -0.2015
C: -19.29344 -4.51229 8.15786  -0.1533
O: -19.18570 -6.00229 8.13162  -0.0953
H: -20.78565 -4.22867 5.22832  0.0744
H: -18.77302 -4.20584 6.05686  0.1107
H: -19.67031 -2.89551 6.66884  0.1134
H: -20.18712 -4.22660 8.71269  0.1127
H: -18.47949 -3.97174 8.64096  0.1158
H: -20.08515 -6.33479 8.17675  0.0936
O: -16.78708 -6.59437 7.32649  -0.0872
C: -15.96578 -5.71946 8.06352  -0.2131
C: -15.86617 -5.99380 9.57726  -0.2142
O: -16.95775 -5.58144 10.38721  -0.0929
H: -17.68368 -6.66265 7.66274  0.0343
H: -14.96710 -6.00357 7.73183  0.0970
H: -16.17922 -4.65768 7.94036  0.1187
H: -14.91122 -5.54743 9.85461  0.0967
H: -15.77195 -7.06617 9.74835  0.1152
H: -16.73502 -5.87426 11.27391  0.0153
C: -15.47135 -3.11337 12.56832  -0.0737
C: -13.95695 -3.01062 12.19970  -0.3082
O: -13.28286 -2.37925 13.27185  -0.0667
H: -15.63237 -3.89499 13.31078  0.0500
H: -16.14600 -3.38169 11.75532  0.0605
H: -15.80976 -2.18089 13.02004  0.0740
H: -13.95872 -2.39359 11.30116  0.0996
H: -13.67182 -4.03971 11.98113  0.1060
H: -12.36733 -2.66637 13.24085  0.0816
C: -20.77537 -6.84890 11.65331  -0.0657
C: -20.14258 -5.40645 11.78386  -0.2896
O: -19.62068 -5.26261 13.08645  -0.0716
H: -19.94994 -7.56060 11.66911  0.0472
H: -21.36063 -6.91684 10.73627  0.0600
H: -21.46714 -7.06100 12.46852  0.0712
H: -21.02772 -4.78398 11.65285  0.1060
H: -19.37089 -5.26990 11.02628  0.0835
H: -18.70794 -5.55413 13.02695  0.0408
C: -17.05070 -8.70637 11.97471  -0.0543
C: -17.08270 -7.73851 13.18437  -0.3083
O: -16.47341 -6.53336 12.89199  -0.0896
H: -17.20043 -9.74405 12.27288  0.0769
H: -16.01534 -8.77296 11.64052  0.0753
H: -17.74956 -8.34521 11.22021  0.0658
H: -16.46927 -8.21250 13.95061  0.1141
H: -18.09570 -7.58903 13.55799  0.1065
H: -16.48650 -5.96364 13.66455  0.0982
C: -13.84245 -4.95635 4.69692  -0.0751
C: -13.33774 -6.35478 4.91409  -0.2974
O: -11.93538 -6.27599 4.82456  -0.0800
H: -13.34695 -4.22802 5.33889  0.0738
H: -14.92466 -4.84614 4.62798  0.0777
H: -13.57540 -4.68898 3.67451  0.0745
H: -13.77047 -7.01302 4.16073  0.1161
H: -13.66708 -6.80526 5.85041  0.0902
H: -11.72219 -5.75744 4.04530  0.1045
C: -13.75562 -9.70703 6.81452  -0.0703
C: -14.14617 -10.78511 7.82689  -0.3318
O: -13.64727 -10.54896 9.13296  -0.0774
H: -12.69078 -9.47696 6.85031  0.0768
H: -14.30794 -8.85005 7.20003  0.0541
H: -14.04224 -9.84861 5.77244  0.0791
H: -13.67310 -11.73283 7.56970  0.0992
H: -15.19427 -11.07745 7.76279  0.1081
H: -13.98449 -11.28035 9.65540  0.0769

## Properties
- total charge = 0
- gap between HOMO and LUMO (eV) = 10.2
- structure (SMILES) = OCCO.OCCO.OCCO.OCCO.CCO.CCO.CCO.CCO.CCO


*two*
Entry from the OMol25 dataset: a cluster of 9 separate species, C18H54O13 in total (ωB97M-V/def2-TZVPD).

Last column: Löwdin charge in e.
CARTESIAN COORDINATES (ANGSTROEM)
O: 0.30900 -4.33164 1.09633  -0.0476
C: 0.01688 -3.84769 2.36105  -0.2772
C: -0.70923 -4.87354 3.15295  -0.2529
O: -1.23208 -4.38570 4.35602  -0.0333
H: -0.43582 -3.99720 0.57556  0.0574
H: 0.99763 -3.65371 2.82732  0.1380
H: -0.57356 -2.96144 2.25164  0.0850
H: -0.00301 -5.59084 3.54497  0.1186
H: -1.45031 -5.42435 2.57492  0.1317
H: -2.10287 -4.61592 4.25058  0.0287
O: 1.59497 3.32371 4.84784  -0.0222
C: 0.53558 2.77168 4.14085  -0.2957
C: 1.07850 2.60083 2.86602  -0.2517
O: 0.16741 1.76645 2.18119  -0.0379
H: 1.13463 3.73016 5.57439  0.0884
H: 0.41009 1.84464 4.68677  0.1312
H: -0.28273 3.43256 3.96407  0.1440
H: 2.06489 2.13322 2.87517  0.1246
H: 1.20748 3.55300 2.40302  0.1254
H: -0.66641 2.03493 2.41128  0.0275
O: -2.92514 -2.27609 2.26454  -0.0790
C: -2.90544 -1.54799 3.52515  -0.2169
C: -2.00138 -0.40186 3.31751  -0.3149
O: -1.86117 0.31892 4.47511  -0.0378
H: -3.31740 -3.11725 2.51851  0.0824
H: -3.83195 -1.19066 3.89033  0.1085
H: -2.49205 -2.30500 4.31814  0.1418
H: -2.38528 0.08555 2.42427  0.1160
H: -0.98911 -0.74539 2.91124  0.1308
H: -0.98278 0.15463 4.88061  0.1079
O: -1.90451 3.03866 -1.77354  -0.0821
C: -1.83776 1.61499 -1.61524  -0.2358
C: -2.33954 1.28087 -0.28718  -0.2962
O: -3.54679 1.93157 -0.18079  -0.0428
H: -1.13045 3.45566 -1.33329  0.1094
H: -2.54624 1.10921 -2.37471  0.1615
H: -0.80220 1.39337 -1.87425  0.0905
H: -1.66303 1.72335 0.48350  0.1143
H: -2.54369 0.27548 -0.06719  0.0925
H: -3.44603 2.85192 -0.43551  0.0814
C: 2.37544 1.80982 -3.51880  -0.0871
C: 1.33671 2.57241 -4.19339  -0.3907
O: 1.52264 2.47775 -5.56206  -0.0758
H: 2.18130 1.96311 -2.44685  0.0750
H: 3.33223 2.18813 -3.74936  0.0718
H: 2.13585 0.72096 -3.71541  0.0861
H: 1.51456 3.61326 -3.90950  0.1113
H: 0.25475 2.34683 -4.00470  0.1229
H: 1.13266 3.29280 -5.94256  0.1051
C: 4.32524 2.15324 1.17523  -0.1119
C: 4.35652 3.18909 0.23625  -0.3337
O: 3.13583 3.91848 0.43022  -0.0620
H: 4.27863 2.48964 2.24190  0.1071
H: 5.09870 1.41596 1.09327  0.0887
H: 3.35226 1.72582 1.11099  0.0401
H: 4.51757 2.80534 -0.76888  0.1166
H: 5.08187 3.93837 0.43799  0.1093
H: 3.31816 4.83799 0.35506  0.0644
C: 1.49270 -0.60654 -1.17868  -0.0958
C: 1.45772 -0.62685 0.28664  -0.2451
O: 0.04169 -0.68811 0.61016  -0.1069
H: 1.43222 -1.62591 -1.38178  0.0689
H: 2.40589 -0.23589 -1.58015  0.0623
H: 0.73582 0.06564 -1.70068  0.0882
H: 1.92724 0.24582 0.73875  0.0885
H: 2.10025 -1.47547 0.58655  0.1293
H: -0.18537 0.14518 1.08927  0.0608
C: 0.54789 -1.90749 -4.64520  -0.0677
C: -0.26400 -0.73639 -5.12696  -0.2907
O: -0.67409 -0.23101 -3.87281  -0.1178
H: 0.68887 -2.59672 -5.53011  0.0982
H: -0.03621 -2.42758 -3.95222  0.0418
H: 1.44023 -1.44558 -4.21598  0.0745
H: -1.04448 -0.90558 -5.79504  0.0884
H: 0.31809 -0.02566 -5.65300  0.0906
H: -0.96703 -0.95129 -3.29671  0.0373
C: -2.91834 -2.98783 -2.07074  -0.0600
C: -2.25266 -2.40413 -0.90578  -0.3427
O: -1.38624 -1.48955 -1.44563  -0.1003
H: -3.43112 -2.24350 -2.58359  0.0656
H: -3.70015 -3.56343 -1.63218  0.0723
H: -2.25474 -3.59600 -2.70849  0.1006
H: -1.66779 -3.15239 -0.38479  0.0975
H: -2.87796 -1.98202 -0.17550  0.0885
H: -0.78844 -1.16981 -0.75390  0.0231

## Properties
- total charge = 0
- gap between HOMO and LUMO (eV) = 9.8
- structure (SMILES) = OCCO.OCCO.OCCO.OCCO.CCO.CCO.CCO.CCO.CCO


Stability verdict: *one*, ahead by 249.2 kJ/mol


*one*
Entry from the OMol25 dataset: the ion C3H8NOS with charge +1 (ωB97M-V/def2-TZVPD).

Last column: Löwdin charge in e.
CARTESIAN COORDINATES (ANGSTROEM)
N: 0.11367 1.16948 1.12660  0.2256
C: 0.42175 -0.06276 0.27568  -0.3089
C: -0.36858 -1.18513 0.92645  -0.1963
O: -1.29002 -0.92660 1.64245  0.1071
C: 0.18305 0.16829 -1.21050  -0.4846
S: 0.40890 -1.37069 -2.23307  0.7660
H: -0.84476 1.06767 1.50157  0.1625
H: 0.08907 2.04072 0.58386  0.1784
H: 0.78515 1.29230 1.88516  0.1811
H: 1.47515 -0.25003 0.51188  0.1617
H: -0.07601 -2.20836 0.66583  0.1370
H: 0.78047 1.01016 -1.53718  0.0823
H: -0.86391 0.44605 -1.33029  0.0872
H: -0.81393 -1.19110 -2.80844  -0.0993

## Properties
- total charge = +1
- gap between HOMO and LUMO (eV) = 9.7
- structure (SMILES) = [NH3+][C@@H](C=O)CS


*two*
Entry from the OMol25 dataset: a cluster of 2 separate species, C3H8NOS in total (ωB97M-V/def2-TZVPD).

Last column: Löwdin charge in e.
CARTESIAN COORDINATES (ANGSTROEM)
C: -3.11298 4.39915 1.42699  0.0079
C: -1.88816 4.60720 1.93858  -0.2484
C: 1.68099 -5.48454 -1.40551  0.1839
N: 1.79148 -4.19044 -1.54167  0.1931
O: -0.63402 5.01386 1.26919  -0.5923
S: 0.54583 5.69762 2.29364  0.7956
H: -3.90131 3.85545 2.08946  0.0973
H: -3.33281 4.33558 0.40995  0.0275
H: -1.52146 4.48152 2.98371  0.0777
H: 0.81887 -5.88702 -0.89837  0.1186
H: 2.70215 -6.07754 -1.31786  0.1804
H: 2.77738 -3.89237 -1.69162  0.1704
H: 1.10292 -3.46922 -1.42633  0.1535
H: 1.44536 5.53793 1.38198  -0.1653

## Properties
- total charge = +1
- gap between HOMO and LUMO (eV) = 3.6


Stability verdict: *one*, ahead by 355.4 kJ/mol


*one*
Entry from the OMol25 dataset: the ion C3H8NOS with charge +1 (ωB97M-V/def2-TZVPD).

Last column: Löwdin charge in e.
CARTESIAN COORDINATES (ANGSTROEM)
C: 0.01129 -1.23651 -0.47600  0.0140
C: -0.14508 1.23853 -0.73216  -0.2783
C: 0.76172 -0.01968 1.44748  0.0101
N: -0.12165 0.05769 0.24909  -0.2408
O: -1.58995 -0.55374 -1.83045  -0.5064
S: -0.72297 0.54028 -2.33185  0.9868
H: 0.69706 -1.46939 -1.30641  0.1090
H: -0.52605 -2.07473 0.06761  0.1354
H: -0.77625 2.02833 -0.30876  0.1180
H: 0.77439 1.68554 -0.70714  0.0702
H: 1.75108 -0.46038 1.06110  0.1449
H: 0.79316 0.94561 1.84570  0.0761
H: 0.13670 -0.63858 2.25629  0.1674
H: -1.04346 -0.04296 0.76551  0.1935

## Properties
- total charge = +1
- gap between HOMO and LUMO (spin up / spin down) (eV) = 9.2 / 7.3


*two*
Entry from the OMol25 dataset: a cluster of 2 separate species, C3H8NOS in total (ωB97M-V/def2-TZVPD).

Last column: Löwdin charge in e.
CARTESIAN COORDINATES (ANGSTROEM)
C: -0.16578 -1.25702 0.42399  -0.1171
C: 0.50733 -0.06065 0.07803  -0.2855
C: -2.58873 -1.18800 0.00317  -0.4440
N: 1.89668 0.36398 0.74886  0.2553
O: 0.68021 -1.19382 -0.63494  0.0191
S: -3.28675 0.32831 0.29888  0.7507
H: 0.04552 -1.95952 1.30534  0.1352
H: 0.09122 0.84989 -0.50974  0.1860
H: -3.04788 -1.93939 0.65142  0.0308
H: -2.43930 -1.38036 -1.09299  0.0540
H: 2.71026 -0.15199 0.38497  0.1748
H: 2.01260 0.34781 1.73141  0.1405
H: 2.05685 1.34741 0.41182  0.1816
H: -2.81584 0.93246 -0.86480  -0.0814

## Properties
- total charge = +1
- gap between HOMO and LUMO (spin up / spin down) (eV) = 7.9 / 7.9


*three*
Entry from the OMol25 dataset: the ion C3H8NOS with charge +1 (ωB97M-V/def2-TZVPD).

Last column: Löwdin charge in e.
CARTESIAN COORDINATES (ANGSTROEM)
C: 1.10802 -1.00741 0.37101  -0.1070
C: 0.92061 2.55122 -1.23352  -0.3222
C: -1.32699 -1.73929 0.28878  0.0791
N: -0.09622 -1.25894 1.17972  0.0451
O: 1.19754 0.10181 -0.15797  -0.3334
S: 0.18911 1.49666 0.02434  0.9331
H: 1.95928 2.85914 -0.78165  0.1050
H: 0.06061 3.17405 -1.41522  0.0424
H: 1.08207 1.87993 -2.06037  0.0404
H: -1.67953 -1.09890 -0.43700  0.0641
H: -0.99947 -2.56773 -0.31917  0.1065
H: -2.04593 -2.00842 1.01668  0.0961
H: -0.09480 -1.96557 1.88259  0.1592
H: -0.27430 -0.41656 1.64178  0.0916

## Properties
- total charge = +1
- gap between HOMO and LUMO (eV) = 9.6


Stability verdict: *three*, ahead by 58.0 kJ/mol